No. 1
Below is C16H21BrN4O9P2SeTc as an isolated structure, with properties calculated with wB97M-V/def2-TZVPD.

```
55
Properties=species:S:1:pos:R:3:forces:R:3
Tc 0.401100 -0.313900 0.191600 -0.399 0.526 -1.063
C 1.179900 3.842900 2.580100 0.168 0.031 -0.155
C 0.102400 2.777400 2.489800 -0.134 -0.457 -0.131
O -0.896800 2.888200 3.487400 -0.124 0.051 0.281
P -0.914100 2.963900 0.983800 -0.362 0.547 -0.630
O -0.401100 4.037400 -0.024500 0.166 -0.594 -0.006
O -2.383600 3.353900 1.320200 0.259 0.022 -0.368
O -0.930800 1.667600 0.100400 0.384 -0.143 0.413
P 0.763400 1.037600 2.453000 1.097 1.082 1.128
O 1.450400 0.926700 3.883800 -0.845 0.084 -0.254
O 1.767400 0.895800 1.337700 0.481 0.083 -0.141
O -0.408800 0.137300 2.297200 -0.461 -0.752 -0.155
H 0.766100 4.852900 2.548100 -0.013 -0.072 0.006
H 1.901600 3.707600 1.775500 0.050 0.101 -0.049
H 1.711700 3.733500 3.524900 -0.062 -0.038 0.052
H -0.548700 2.588600 4.340000 -0.030 0.027 0.017
H -0.431700 4.978500 0.166200 -0.087 0.369 0.162
H -2.692700 3.278600 2.229600 0.033 -0.114 0.522
H 2.406900 0.884300 3.881100 0.524 -0.001 -0.007
N -3.585200 -1.502000 0.305500 0.314 0.041 -0.230
C -2.562000 -0.801400 -0.192400 -0.575 -0.196 0.088
O -1.423900 -1.298200 -0.190000 -0.404 -0.207 0.243
C -2.958600 0.558700 -0.761600 0.453 0.124 0.273
C -1.822100 1.534000 -1.049900 -0.571 -0.420 -0.908
H -3.409300 -2.432700 0.653700 0.002 -0.012 -0.005
H -4.541100 -1.204000 0.208300 -0.010 0.054 0.032
H -3.683000 1.012300 -0.081800 -0.024 -0.021 -0.058
H -3.465100 0.367800 -1.715900 0.041 0.063 0.086
H -2.222100 2.512200 -1.313800 0.018 -0.015 0.023
H -1.188600 1.167700 -1.862800 -0.107 0.157 0.234
O 4.196900 -4.893300 1.974600 0.271 -0.293 0.043
C 3.335800 -3.979600 1.571500 -0.705 0.759 -0.196
C 2.653900 -3.091400 2.418400 0.052 -0.185 -0.103
C 1.796800 -2.164700 1.876600 0.352 -0.243 0.406
N 1.553900 -2.015900 0.562000 0.169 -0.389 0.110
C 2.167400 -2.912600 -0.237300 -0.087 0.043 -0.121
Br 1.796800 -2.911000 -2.068600 0.178 -0.263 -0.152
C 3.045100 -3.878500 0.206600 0.215 -0.153 0.321
H 4.341500 -4.895600 2.931900 -0.106 0.069 -0.125
H 2.778500 -3.137500 3.489000 0.001 0.024 0.120
H 1.260300 -1.503100 2.541200 0.009 -0.114 0.015
H 3.510400 -4.564600 -0.487600 -0.059 0.072 -0.026
Se -1.279500 -1.617500 -3.275400 -0.906 -0.880 0.547
N 0.734600 -0.174800 -1.601900 -0.715 -0.260 0.885
C 1.245600 0.437300 -2.628000 0.558 0.499 -0.355
C 2.357300 1.317500 -2.513500 0.275 0.135 -0.170
C 2.881200 1.945600 -3.607000 0.015 -0.024 0.703
C 2.304300 1.771400 -4.878900 -0.449 -0.345 -0.371
C 1.231900 0.942600 -5.050400 0.381 0.372 -0.381
C 0.675800 0.239200 -3.958700 0.091 0.108 0.651
N -0.365900 -0.528800 -4.147400 0.425 0.490 -1.036
H 2.775100 1.424000 -1.523700 0.166 0.114 0.069
H 3.743300 2.584900 -3.503500 0.101 0.087 0.044
H 2.723300 2.291900 -5.723800 0.044 0.040 -0.146
H 0.793300 0.782600 -6.021600 -0.060 0.019 -0.133
```
Forces are in eV/Å.

Charge: +2
Molecular weight (g mol⁻¹): 732.2
Multiplicity: 4
LUMO (spin up / spin down) (eV): -5.90 / -6.53
Total energy (eV): -197474.604
E_HOMO (spin up / spin down) (eV): -12.5 / -13.1


No. 2
Below is C16H21Cl5F3IrN4O7Se as an isolated structure, with properties calculated with wB97M-V/def2-TZVPD.

```
58
Properties=species:S:1:pos:R:3:forces:R:3
Ir 0.432491 -0.050410 -0.231967 0.077 0.055 -0.032
N -4.459812 -0.638374 0.385141 -0.064 0.090 -0.028
C -3.246115 0.112542 0.103346 0.020 0.097 0.076
C -2.836366 1.080253 1.222439 0.065 -0.007 0.014
C -1.640306 1.993772 0.931020 -0.026 0.112 -0.049
N -0.291727 1.365290 1.113429 0.069 0.038 -0.076
C -1.753942 2.637965 -0.449223 0.039 -0.051 0.031
C -2.133225 1.643668 -1.542595 -0.042 0.118 0.002
N -0.990507 0.734715 -1.785818 -0.118 -0.159 0.097
C -3.405853 0.886114 -1.189735 0.085 -0.035 -0.089
H -4.398365 -1.112798 1.278417 0.029 -0.053 -0.027
H -2.082387 -2.233813 -2.632299 -0.038 -0.004 -0.123
H -5.268400 -0.026331 0.418320 0.017 0.012 0.057
H -2.452316 -0.610467 -0.046161 0.079 -0.156 0.036
H -2.678164 0.534761 2.154118 0.031 -0.018 -0.017
H -3.684236 1.755828 1.391220 -0.012 -0.026 0.022
H -1.671200 2.792999 1.677877 -0.002 0.008 -0.020
H -0.299456 0.845544 1.991745 -0.033 -0.022 -0.019
H 0.372650 2.123941 1.224250 0.114 0.043 0.013
H -0.816081 3.142825 -0.705355 -0.012 -0.002 -0.007
H -2.524797 3.410344 -0.405518 -0.007 -0.010 0.012
H -2.318673 2.204775 -2.464247 0.027 0.006 0.004
H -0.265182 1.298435 -2.224205 0.010 -0.039 -0.101
H -1.213338 0.053993 -2.513629 -0.039 0.044 -0.001
H -3.686675 0.208312 -2.000633 0.015 -0.005 0.011
H -4.218825 1.615112 -1.090137 -0.008 -0.011 -0.017
Cl 1.932208 -3.014521 0.851076 -0.095 -0.026 0.003
C 2.513685 -1.546190 1.538765 -0.052 0.016 0.058
C 2.053544 -0.306264 1.055829 0.134 -0.064 0.012
C 2.789678 0.786571 1.554101 0.098 -0.033 -0.061
Cl 2.642148 2.399654 0.864433 -0.203 0.016 0.155
C 3.769159 0.687540 2.547979 -0.034 0.021 -0.018
Cl 4.599453 2.079913 3.134725 -0.011 0.002 0.003
C 4.092040 -0.554204 3.072206 0.023 0.004 0.016
Cl 5.264986 -0.700115 4.319768 -0.013 -0.003 -0.002
C 3.480311 -1.680213 2.537848 -0.013 -0.015 -0.021
Cl 3.941670 -3.232183 3.115775 -0.005 0.001 0.002
F -1.939649 -3.782181 2.973110 -0.012 -0.011 0.003
C -1.469200 -2.559874 2.769692 0.127 0.024 0.036
F -0.452407 -2.354543 3.624303 -0.008 0.014 0.039
F -2.450601 -1.685434 3.108327 0.004 -0.038 -0.039
C -1.004314 -2.343004 1.302482 -0.446 0.073 -0.050
O -1.077275 -3.250361 0.522273 0.104 -0.003 -0.131
O -0.650312 -1.108390 1.158822 0.216 0.068 0.057
C 3.531056 1.821251 -2.724748 -0.027 -0.017 0.001
C 2.754042 0.774870 -1.985163 0.111 -0.079 -0.094
N 3.262765 -0.439764 -1.895506 0.314 0.133 -0.048
O 1.646931 1.107282 -1.497139 -0.350 -0.024 0.011
H 4.597816 1.606021 -2.722748 -0.004 -0.004 -0.005
H 3.348189 2.792973 -2.275075 0.001 0.002 0.010
H 3.181002 1.841314 -3.758235 -0.004 0.010 0.004
H 4.145547 -0.639573 -2.332408 0.021 0.039 0.010
H 2.675970 -1.214625 -1.592680 -0.059 0.011 0.041
O -0.260856 -1.080969 -3.889536 -0.039 0.001 0.085
Se 0.135259 -2.252559 -2.847778 -0.029 0.126 -0.182
O -1.397017 -2.788594 -2.236719 0.022 -0.054 0.150
O 0.943019 -1.606187 -1.546331 -0.114 -0.228 0.186
O 0.931962 -3.526648 -3.357232 0.068 0.017 -0.001
```
Forces are in eV/Å.

Molecular weight (g mol⁻¹): 886.8
Multiplicity: 1
LUMO (eV): -0.15
Total energy (eV): -176176.495
E_HOMO (eV): -8.8


No. 3
Below is one molecule with the formula C16H21ClN2O3S, with properties calculated with wB97M-V/def2-TZVPD.

```
44
Properties=species:S:1:pos:R:3:forces:R:3
C 2.339764 0.329998 7.313160 4.255 0.518 0.423
C 2.885880 -0.716855 6.168154 6.001 -0.569 9.160
H 2.920155 -1.801689 6.611987 0.331 2.090 -0.250
H 3.925232 -0.397813 5.861074 -0.596 -0.292 1.045
O 2.240577 -0.872244 5.106246 -5.351 -1.107 -4.922
C 2.153850 0.146140 4.304811 0.966 2.261 -2.588
O 2.933567 1.146891 4.355152 -3.160 -3.046 -0.479
N 1.216797 -0.206237 3.297080 3.196 5.731 2.204
C 1.234640 0.627448 2.146948 -2.940 4.496 0.182
H 0.194837 1.165202 1.906606 1.243 -1.437 1.045
C 1.451645 -0.269778 1.016324 6.390 3.300 -2.016
N 0.729597 -1.421855 0.888069 -2.000 4.866 -8.459
C -0.071441 -1.441631 -0.232334 -7.449 -9.606 5.640
O -1.111332 -2.472323 -0.062173 5.295 5.210 -1.609
C -0.209089 -0.616751 -1.349431 -3.769 3.027 1.779
H 0.647067 -0.285741 -1.660897 4.986 1.773 -2.403
H -0.932718 -0.796886 -2.098390 -0.458 -1.244 -0.395
S -0.960955 1.176639 -0.737083 0.503 -1.793 -1.055
C -0.962881 1.848281 -2.494239 4.625 4.010 6.170
C -1.860059 1.339453 -3.331072 8.854 -6.476 -6.801
C -3.070242 1.291585 -3.254963 -12.572 3.682 4.201
C -4.107311 0.750229 -3.976699 6.607 -4.913 -6.795
C -3.569239 -0.041379 -5.167411 -4.219 1.734 3.043
C -2.207551 0.000995 -5.248999 1.758 -5.428 -8.573
C -1.212228 0.269342 -4.516520 -0.638 6.744 7.587
Cl 0.420933 0.411473 -4.793555 1.145 -0.538 -0.594
H -1.540504 -0.507496 -6.243362 -2.898 0.875 1.820
H -4.211347 -0.634263 -5.926729 1.202 1.396 1.449
H -5.075485 0.878869 -3.923579 -4.666 0.771 1.004
H -3.587490 1.987753 -2.447148 1.451 -1.131 -0.988
H 0.103129 1.883699 -2.719747 -0.270 -0.382 -0.680
H -1.134091 2.891863 -2.190546 -0.358 0.092 -0.392
C 0.648133 -2.111796 1.983673 2.466 -2.291 5.511
H 1.818636 -2.420359 2.133335 -2.699 -0.591 0.317
C 0.336951 -1.212152 3.225506 -4.528 -4.951 -0.174
H -0.922392 -1.025198 3.083382 3.421 0.424 0.669
H 0.438629 -1.966808 4.041742 -0.180 1.057 -0.249
H -0.178407 -2.753325 1.934916 -0.347 -2.020 -0.209
H 2.562306 -0.528817 1.091158 -0.834 -0.079 -0.101
H 1.445036 0.441351 0.182093 -0.340 -0.849 -0.437
H 1.806676 1.695938 2.247117 -0.324 -3.405 -0.261
H 2.945630 0.415368 8.401433 -0.496 -0.667 -3.251
H 1.474483 0.011539 7.770706 -2.738 -0.287 0.024
H 2.443489 1.366585 6.901227 -0.865 -0.953 0.410
```
Forces are in eV/Å.

Molecular weight (g mol⁻¹): 356.9
Structure (SMILES): CCOC(=O)N1CCN(C(=O)CSCc2ccccc2Cl)CC1
Multiplicity: 1
LUMO (eV): -0.36
Total energy (eV): -49400.734
E_HOMO (eV): -8.5